Record 1
Here is C13H26NO3P2Zr as an isolated structure in a non-equilibrium geometry from OMol25. Energies are from the ωB97M-V functional and the def2-TZVPD basis.

Output
frontier orbital gap	7.0	eV
ΔE to the lowest compared entry with this formula, charge and spin	0.0	kcal per mole
E_HOMO	-19.02	eV
charge	+3

Structure (XYZ):
```
46
Properties=species:S:1:pos:R:3:forces:R:3:lowdin_charge:R:1
Zr -0.006991 0.572486 -0.125399 1.5 0.2 0.5 1.572
P 2.200237 -0.818100 0.300063 1.1 -0.9 -1.3 0.823
P -2.406111 1.039323 -1.031434 -2.0 -0.1 -1.3 0.788
O -0.234275 3.742458 -1.097728 -0.8 -0.5 1.8 0.002
O 1.387399 1.972732 -1.369788 -1.6 1.0 0.4 -0.224
O -1.061625 -0.758139 1.132318 1.5 1.2 1.0 -0.195
N -0.136202 -0.813222 -1.869422 -0.1 -0.1 0.6 -0.052
C -2.595047 -0.563239 -1.955933 0.1 -0.3 0.2 -0.230
C -3.854661 1.051367 0.055826 0.1 0.1 0.6 -0.216
C -0.213561 -0.128816 1.904039 -2.3 -1.4 -0.9 -0.376
C 1.044225 -1.363780 -2.258830 0.0 -0.2 -0.2 -0.301
C 3.866937 -0.246950 0.714491 0.0 0.6 0.4 -0.200
C 2.274092 -0.825024 -1.569067 0.1 0.7 -0.3 -0.271
C 2.197262 -2.559031 0.751979 -0.4 -0.2 0.3 -0.206
C 1.071685 -2.336277 -3.249784 0.4 0.3 0.4 0.041
C -0.123946 -2.749864 -3.829841 0.1 -0.1 0.0 0.045
C -0.116714 -0.411415 3.350103 1.1 0.6 0.2 -0.019
C -1.314644 -2.176612 -3.411398 -0.4 0.2 0.0 0.034
C -1.308342 -1.196074 -2.433922 0.1 -0.2 -0.1 -0.280
C -2.802251 2.249502 -2.324077 0.2 0.5 -0.1 -0.227
H -3.247146 -0.368102 -2.822770 0.1 -0.1 0.3 0.123
H 3.159524 -1.404945 -1.843411 0.0 0.3 -0.2 0.120
H -4.784298 1.099127 -0.528790 0.3 0.0 0.1 0.086
H 1.576576 1.835137 -2.315991 0.0 0.1 0.3 0.099
H 4.133919 0.645864 0.134837 -0.1 -0.2 0.2 0.071
H -0.120423 -3.512375 -4.603912 0.0 0.1 0.1 0.148
H 0.861811 2.954624 -1.326152 0.9 -1.3 -0.2 0.056
H -0.177059 4.679609 -0.813661 0.0 -0.3 0.0 0.154
H -3.859403 0.152748 0.687705 0.0 0.2 -0.1 0.065
H 1.339498 -3.079537 0.312266 0.1 0.0 0.1 0.068
H 0.145899 -1.459441 3.574178 -0.3 0.2 -0.3 0.122
H -2.152032 2.106107 -3.197564 -0.1 0.1 0.2 0.072
H -3.789086 1.933773 0.707060 -0.2 -0.2 -0.1 0.068
H -3.848568 2.123611 -2.635395 0.3 0.0 0.1 0.082
H -1.034310 -0.152111 3.903306 0.0 -0.2 -0.4 0.129
H 2.035823 -2.755069 -3.535122 -0.3 0.0 -0.1 0.145
H -0.614702 3.206788 -0.323618 0.2 2.1 -1.4 0.080
H 2.397714 0.284512 -1.807990 0.5 -2.0 0.0 0.081
H 4.603644 -1.039711 0.530142 -0.3 0.1 0.0 0.084
H -3.132087 -1.260897 -1.287035 0.2 0.2 -0.3 0.125
H 2.117287 -2.614937 1.844829 0.1 -0.2 -0.2 0.067
H 3.128343 -3.035908 0.422544 -0.2 0.1 0.1 0.083
H -2.273690 -2.467764 -3.828391 0.2 -0.1 -0.1 0.147
H 0.693817 0.220508 3.734926 -0.3 -0.2 0.2 0.095
H 3.873295 0.013441 1.779513 0.2 0.0 -0.2 0.068
H -2.663011 3.270424 -1.943201 -0.1 -0.3 -0.2 0.054
```
Forces are in eV/Å.

=====

Record 2
Here is C13H26NO3P2Zr as an isolated structure in a non-equilibrium geometry from OMol25. Energies are from the ωB97M-V functional and the def2-TZVPD basis.

Output
frontier orbital gap	6.5	eV
ΔE to the lowest compared entry with this formula, charge and spin	27.2	kcal per mole
E_HOMO	-18.83	eV
charge	+3

Structure (XYZ):
```
46
Properties=species:S:1:pos:R:3:forces:R:3:lowdin_charge:R:1
Zr -0.638868 -0.105102 -0.091778 0.5 1.9 1.2 1.521
P 0.255154 2.214373 0.719741 0.5 1.8 -1.1 0.827
P -0.521600 -2.358023 -1.449044 0.4 -1.9 -1.6 0.797
O -3.605972 -1.022099 -0.827993 2.1 -1.2 1.4 0.177
O -2.336058 1.086928 -0.912303 -0.1 -2.5 0.1 -0.397
O 1.118359 -1.012159 0.820176 -1.6 1.0 1.2 -0.189
N 0.559830 0.442626 -1.887123 -0.1 0.1 0.6 -0.052
C 0.856153 -0.592349 3.196639 -0.8 0.8 0.5 -0.024
C -0.057606 2.670637 -1.071475 -0.8 0.0 -0.2 -0.278
C -0.677277 3.527011 1.550001 -0.4 -0.3 0.4 -0.201
C 1.146711 -0.440822 -2.732111 0.1 0.6 -0.1 -0.282
C 1.988103 2.663780 0.992198 0.3 -0.4 0.1 -0.199
C 1.470517 2.291148 -3.083196 -0.2 0.3 0.3 0.036
C 0.419362 -0.504949 1.788538 1.4 -1.7 -1.8 -0.394
C -1.741374 -2.844568 -2.694475 -0.5 0.0 -0.2 -0.232
C 0.929870 -1.916989 -2.515996 0.4 0.3 0.2 -0.224
C 1.936906 0.038006 -3.761933 -0.1 -0.4 -0.1 0.033
C 2.106676 1.404623 -3.944821 0.0 0.1 0.0 0.044
C 0.697384 1.791260 -2.046253 0.1 0.1 -0.2 -0.300
C 0.007941 -3.931928 -0.726557 0.0 0.0 0.7 -0.213
H -1.911008 -2.029715 -3.409483 -0.1 -0.1 0.2 0.073
H -0.138877 4.480402 1.443685 -0.2 -0.3 0.0 0.083
H 1.811636 -0.079590 3.387853 -0.1 -0.3 -0.3 0.119
H 0.210461 3.731748 -1.175077 -0.2 -0.3 -0.2 0.120
H -1.679881 3.602360 1.106390 0.2 0.0 0.2 0.069
H 1.828973 -2.361955 -2.058949 -0.2 0.2 0.0 0.126
H 2.719700 1.784878 -4.759124 -0.1 -0.1 0.1 0.148
H 0.961334 -3.802335 -0.198505 -0.2 0.0 -0.1 0.067
H 2.643456 2.113110 0.301273 -0.1 0.2 0.3 0.068
H 2.403741 -0.684753 -4.418854 0.1 0.1 -0.1 0.145
H 0.926058 -1.627047 3.562731 0.1 0.1 -0.4 0.125
H 0.090322 -0.087010 3.794122 0.2 -0.1 0.1 0.092
H -2.418712 1.222691 -1.882813 0.1 0.1 0.7 0.076
H -0.768047 3.265142 2.612581 -0.1 0.3 -0.2 0.068
H 1.552985 3.374142 -3.184628 0.1 -0.3 -0.1 0.146
H -2.692691 -3.118520 -2.220321 0.2 0.0 -0.2 0.057
H -1.197977 2.505514 -1.189673 2.2 1.0 0.1 0.085
H 2.262444 2.407675 2.027118 0.0 0.2 -0.3 0.069
H -3.369513 -0.011038 -0.836749 0.5 1.5 -0.5 0.067
H -2.691377 -1.362337 -0.386966 -3.3 -0.3 -1.5 0.114
H -4.355923 -1.154990 -0.221650 -0.4 -0.5 0.3 0.187
H 0.122881 -4.703856 -1.499918 -0.1 0.3 0.1 0.087
H -0.748892 -4.259278 -0.002325 0.2 -0.1 -0.2 0.068
H 2.096501 3.748326 0.831804 0.0 -0.4 0.1 0.081
H 0.802222 -2.412539 -3.488775 -0.1 0.0 0.3 0.124
H -1.372680 -3.717644 -3.248694 0.0 0.2 0.2 0.083
```
Forces are in eV/Å.

=====

Record 3
Here is C13H26NO4Se3Y as an isolated structure in a non-equilibrium geometry from OMol25. Energies are from the ωB97M-V functional and the def2-TZVPD basis.

Output
frontier orbital gap	8.8	eV
E_HOMO	-14.86	eV
charge	+2

Structure (XYZ):
```
48
Properties=species:S:1:pos:R:3:forces:R:3:lowdin_charge:R:1
Y 0.100710 0.065538 -0.586370 -0.7 -0.8 0.1 1.239
Se -0.604966 -0.052975 -3.515666 0.0 0.0 -0.1 0.956
Se 2.703674 -0.523937 -1.396498 0.1 0.1 -0.2 0.700
Se -0.796299 2.838507 -1.521335 0.2 0.2 0.0 0.952
O -1.576682 1.009160 0.923074 0.0 0.1 -0.1 -0.320
O 0.707658 0.252632 1.854123 0.1 0.0 0.1 -0.239
O -1.873864 -1.297456 -0.398959 -0.1 0.0 0.1 -0.268
O 0.428740 -2.025285 0.626758 0.0 0.0 0.2 -0.295
N 0.671309 -2.504730 -2.313200 0.0 0.1 0.1 0.079
C -2.727257 2.872410 -1.297027 0.0 0.0 0.0 -0.324
C -0.668378 -2.892189 0.947346 0.0 0.0 -0.1 -0.115
C -3.009751 -0.722293 0.279581 0.0 0.1 0.0 -0.109
C 1.548296 -1.819814 -1.985469 0.2 0.2 -0.1 -0.866
C -0.741057 2.781639 -3.473304 0.0 -0.1 0.0 -0.513
C -1.652648 -2.719300 -0.184173 0.1 0.0 0.0 -0.111
C 0.035060 1.183518 2.716802 -0.1 0.0 -0.1 -0.128
C -0.974918 1.920319 1.858448 0.1 0.0 0.0 -0.143
C -2.542700 0.093873 1.461794 0.0 0.0 0.0 -0.114
C 1.494062 -1.991301 1.591962 0.0 0.0 0.0 -0.142
C -1.489425 1.600912 -4.056678 0.0 0.0 0.1 -0.509
C -2.065132 -1.312311 -3.770063 0.0 0.0 0.0 -0.325
C 1.219986 -0.885647 2.587606 0.0 0.0 0.0 -0.113
H 0.318966 2.761326 -3.729479 0.0 0.0 0.0 0.077
H -3.372721 0.648990 1.904358 0.0 0.0 0.0 0.158
H -0.486187 2.683780 1.251017 0.0 0.0 0.0 0.098
H 0.458608 -1.182133 3.313617 0.0 0.0 0.0 0.134
H -1.631238 -2.300263 -3.646042 0.0 0.0 0.0 0.021
H -1.094419 -2.616341 1.916692 0.0 0.0 0.0 0.137
H -0.321934 -3.926128 0.997559 0.0 0.0 0.0 0.158
H -2.432342 -1.199685 -4.786353 0.0 0.0 0.0 0.046
H -2.601488 -3.216917 0.008136 0.0 0.0 0.0 0.148
H -3.112132 3.694293 -1.895512 0.0 0.0 0.0 0.054
H -1.146812 3.728899 -3.825182 0.0 0.0 0.0 0.088
H -2.859484 -1.139861 -3.050076 0.0 0.0 0.0 0.025
H -3.185140 1.935176 -1.600161 0.0 0.0 0.0 0.021
H -1.739333 2.408105 2.464772 0.0 0.0 0.0 0.155
H -0.455594 0.629514 3.519614 0.0 0.0 0.0 0.135
H 0.745724 1.878368 3.166285 0.0 0.0 0.0 0.155
H 1.590203 -2.956363 2.089444 0.0 0.0 0.0 0.154
H -1.463532 1.648791 -5.144616 0.0 0.0 0.0 0.090
H -3.511809 -0.074606 -0.439388 0.0 0.0 0.0 0.132
H 2.127295 -0.610265 3.126460 0.0 0.0 0.0 0.155
H -2.080867 -0.529515 2.231303 0.0 0.0 0.0 0.133
H -2.929648 3.068662 -0.248640 0.0 0.0 0.0 0.032
H -1.224080 -3.094088 -1.109763 0.0 0.0 0.0 0.105
H -2.531727 1.577472 -3.745382 0.0 0.0 0.0 0.065
H -3.703989 -1.504712 0.582175 0.0 0.0 0.0 0.151
H 2.401862 -1.796671 1.028813 0.0 0.0 0.0 0.080
```
Forces are in eV/Å.

=====

Record 4
Here is C13H27BBrN4O6 as an isolated structure in a non-equilibrium geometry from OMol25. Energies are from the ωB97M-V functional and the def2-TZVPD basis.

Output
frontier orbital gap	8.3	eV
E_HOMO	-5.63	eV
charge	-1

Structure (XYZ):
```
52
Properties=species:S:1:pos:R:3:forces:R:3:lowdin_charge:R:1
Br -5.807802 -1.327247 1.928756 -0.1 0.1 0.0 0.670
O -3.769692 -1.869187 0.117874 -0.5 -0.2 -0.3 -0.038
O -1.834377 -1.279264 1.190162 0.0 -0.1 0.0 0.007
O 2.133453 3.693546 -1.547116 0.1 0.0 0.0 -0.018
O 2.985801 -4.009408 2.092866 0.0 0.0 0.0 0.007
O -1.516845 -2.354511 -0.963516 0.2 0.5 -0.4 0.101
O -3.161406 2.157307 0.849605 -0.1 0.5 -0.1 0.013
N 2.133338 -4.842154 0.154094 -0.1 -0.1 -0.1 -0.195
N 0.197251 -1.024932 -2.061240 0.5 0.1 -0.3 0.127
N -2.112109 4.086607 0.271160 0.0 0.2 -0.1 -0.196
N 3.451362 1.854013 -1.722831 0.1 -0.1 0.0 -0.199
C -1.387040 4.840345 -0.732226 -0.1 0.0 0.2 -0.060
C -2.589269 0.182694 2.909144 -0.6 -0.4 0.8 -0.042
C 2.264586 2.487486 -1.697764 -0.2 0.0 0.0 -0.342
C -0.623189 -1.664794 -1.555317 -0.6 -0.6 0.5 -0.441
C 3.542691 0.416594 -1.911423 0.0 0.2 0.0 -0.057
C -4.088918 -0.946804 1.116150 1.1 -0.6 -0.4 -0.742
C 3.113317 -4.609128 1.043072 0.1 0.0 0.1 -0.374
C 4.660693 2.636092 -1.556306 -0.2 0.1 0.0 -0.055
C 0.784381 -4.348555 0.416880 0.2 0.1 0.2 -0.022
C -2.568064 2.839991 0.038078 0.1 -0.4 -0.1 -0.317
C 2.375475 -5.572964 -1.070007 -0.1 0.1 0.1 -0.069
C -2.906687 -1.080315 2.107009 0.2 0.7 -0.9 -0.381
C -2.351531 4.677918 1.573800 0.0 -0.2 0.0 -0.046
B -2.419705 -1.376496 -0.153462 0.2 -0.2 0.5 -0.762
H 0.798615 -3.264440 0.515998 -0.1 0.0 0.0 0.095
H -3.423590 4.737009 1.769299 0.0 0.0 0.1 0.089
H -4.056980 0.033743 0.646346 -0.7 0.4 0.5 0.077
H -0.385179 5.083828 -0.374704 0.0 0.0 -0.1 0.085
H -2.504535 -0.024564 3.977868 0.1 -0.1 0.0 0.067
H 0.127569 -4.623179 -0.402925 0.0 0.0 0.0 0.085
H -1.294658 4.249269 -1.640235 0.0 0.0 0.0 0.083
H -2.328472 2.468168 -0.972006 0.0 0.0 0.0 0.138
H -1.900244 4.063573 2.353855 0.0 0.0 0.0 0.091
H 1.407808 1.807616 -1.828294 0.0 0.0 0.0 0.130
H 4.030199 -0.045354 -1.050344 0.0 -0.1 0.0 0.088
H 0.405411 -4.770991 1.347249 0.0 0.0 0.0 0.096
H 3.420832 -5.872821 -1.124874 0.0 0.0 0.0 0.075
H 1.749963 -6.468161 -1.106581 0.0 0.0 -0.1 0.086
H -1.919112 5.767163 -0.966143 0.0 0.0 0.0 0.083
H -3.364977 0.932360 2.800776 -0.1 0.1 -0.1 0.055
H 4.646393 3.153650 -0.595998 0.1 0.0 0.0 0.088
H -2.460940 -0.341546 -0.807768 0.2 0.0 0.0 0.128
H 4.120802 0.193962 -2.811872 0.0 -0.1 0.0 0.084
H 2.141841 -4.947754 -1.934421 0.0 0.0 0.0 0.090
H -3.116664 -1.978100 2.691644 0.3 0.0 0.3 0.125
H -1.660026 0.604926 2.553147 0.1 0.0 -0.1 0.077
H -1.920238 5.675755 1.602887 0.0 0.0 0.0 0.080
H 4.085543 -5.031698 0.725547 0.0 0.0 0.0 0.124
H 2.542520 0.003764 -2.016760 -0.1 -0.1 0.0 0.044
H 4.735212 3.389058 -2.342788 0.1 0.0 0.0 0.086
H 5.524791 1.977773 -1.600577 0.0 0.0 0.0 0.080
```
Forces are in eV/Å.

=====

Record 5
Here is C13H27BiCl2O3P as an isolated structure in a non-equilibrium geometry from OMol25. Energies are from the ωB97M-V functional and the def2-TZVPD basis.

Output
frontier orbital gap (alpha / beta)	5.7 / 5.7	eV
E_HOMO (alpha / beta)	-2.69 / -2.70	eV
charge	-1

Structure (XYZ):
```
47
Properties=species:S:1:pos:R:3:forces:R:3:lowdin_charge:R:1
Bi -1.686742 -2.630170 -1.193985 -1.1 -1.6 1.0 0.892
Cl 0.740525 -3.058888 -0.656835 1.3 -0.3 -0.5 -0.215
Cl -2.518947 -0.921050 0.440626 -0.7 1.1 0.3 -0.232
P 0.686972 -0.853887 1.833949 -1.6 -1.3 -0.9 0.786
O 0.124644 0.182636 2.974901 0.5 0.9 0.1 -0.350
O 1.414473 0.172110 0.778013 0.9 0.4 0.3 -0.355
O 1.919700 -1.578042 2.605558 0.7 0.5 1.4 -0.335
C -2.268614 -4.141238 0.083692 -0.5 -0.8 0.2 -0.594
C -1.119687 2.002318 3.834095 -0.1 0.2 0.1 -0.093
C -0.498335 1.429411 2.584469 0.2 -0.5 0.2 -0.317
C -2.644670 1.626582 -3.591449 0.1 -0.1 0.2 -0.208
C 3.161901 -0.068872 4.120496 0.0 0.3 0.1 -0.095
C 2.348608 -1.326299 3.976806 -0.3 -0.5 -0.8 -0.282
C -1.880269 -0.758646 -4.214742 -0.2 0.1 -0.1 -0.219
C 3.002851 0.940146 -0.801298 0.2 0.1 -0.2 -0.088
C -1.343281 1.823154 -2.785497 -0.9 0.1 -0.1 -0.195
C -0.726640 0.512288 -2.404102 0.6 0.8 1.1 -0.162
C -0.878094 -0.605818 -3.079370 0.4 -0.1 -2.2 -0.319
C 2.701342 -0.144255 0.198613 -0.4 0.1 0.2 -0.318
C -2.505532 0.570924 -4.693150 0.3 0.0 -0.1 -0.212
H 2.945044 -2.206063 4.235482 -0.1 0.1 0.0 0.110
H -3.119684 -3.977102 0.780825 0.8 -0.2 -0.5 -0.114
H -2.952930 2.583168 -4.036186 -0.1 -0.2 0.1 0.100
H 0.264470 2.112419 2.185138 -0.2 -0.2 0.0 0.108
H 4.033501 -0.072232 3.457171 -0.2 0.0 0.1 0.072
H 3.515885 -0.004757 5.153577 0.1 0.1 0.0 0.071
H 3.460006 -0.162453 0.994288 -0.2 -0.1 -0.2 0.098
H -1.871518 0.975956 -5.491390 0.0 0.0 0.1 0.102
H -0.356989 2.236681 4.583623 -0.1 -0.1 -0.1 0.070
H -3.488616 0.383060 -5.145757 0.2 0.0 0.1 0.100
H -0.126225 0.510955 -1.482824 0.2 0.0 -0.6 0.090
H -1.262244 1.241381 1.815491 0.2 0.0 0.1 0.068
H -2.697839 -1.436081 -3.900132 0.4 0.2 0.0 0.077
H 3.984914 0.755408 -1.241838 0.0 0.0 -0.1 0.071
H -0.624668 2.410913 -3.384921 -0.1 -0.2 0.2 0.111
H 2.263461 0.959331 -1.608633 0.1 0.0 0.2 0.064
H -1.561260 2.433014 -1.897371 0.1 -0.2 -0.1 0.105
H 2.544923 0.812557 3.916197 0.2 -0.1 0.0 0.070
H -1.680463 -5.083705 0.153062 -0.5 0.8 0.1 -0.111
H -3.431157 1.303935 -2.894468 0.1 0.1 -0.1 0.115
H -1.404337 -1.258239 -5.074215 -0.1 0.1 0.2 0.105
H 1.471736 -1.303923 4.636156 0.1 0.0 -0.2 0.107
H -1.838716 1.302813 4.271694 0.1 0.1 -0.1 0.079
H -0.136951 -1.406769 -3.019104 -0.4 0.2 0.5 0.036
H -1.644743 2.926076 3.585142 -0.1 0.0 0.0 0.069
H 3.024691 1.922670 -0.318815 0.0 -0.1 0.0 0.075
H 2.659502 -1.131414 -0.282980 0.0 0.2 0.2 0.062
```
Forces are in eV/Å.

=====

How do the records compare in electronic energy? In the order shown, they have -41367.2511 -41366.0725 -220652.2486 -102887.1718 -60236.4201 eV.